(1)
{
  "formula": "C27H56N6O6S",
  "method": "the ωB97M-V functional and the def2-TZVPD basis",
  "total_charge": 0,
  "smiles": "C[C@@H](O)COc1ccc(S)c2nccnc12.COC[C@@H](C)N.COC[C@@H](C)N.COC[C@@H](C)N.COC[C@@H](C)N",
  "homo_energy_ha": -0.322,
  "species": ["C", "C", "O", "C", "O", "C", "C", "C", "C", "S", "C", "N", "C", "C", "N", "C", "H", "H", "H", "H", "H", "H", "H", "H", "H", "H", "H", "H", "C", "O", "C", "C", "C", "N", "H", "H", "H", "H", "H", "H", "H", "H", "H", "H", "H", "C", "O", "C", "C", "C", "N", "H", "H", "H", "H", "H", "H", "H", "H", "H", "H", "H", "C", "O", "C", "C", "C", "N", "H", "H", "H", "H", "H", "H", "H", "H", "H", "H", "H", "C", "O", "C", "C", "C", "N", "H", "H", "H", "H", "H", "H", "H", "H", "H", "H", "H"],
  "positions_angstrom": [[-3.750, -6.357, 2.807], [-4.672, -5.050, 2.738], [-5.085, -4.611, 4.054], [-3.794, -3.893, 2.125], [-4.362, -2.563, 2.356], [-3.290, -1.761, 2.791], [-3.354, -1.315, 4.192], [-2.243, -0.461, 4.724], [-1.124, -0.124, 3.855], [0.193, 0.932, 4.588], [-1.025, -0.570, 2.412], [0.108, -0.182, 1.706], [0.031, -0.668, 0.440], [-1.094, -1.456, -0.145], [-2.193, -1.818, 0.567], [-2.140, -1.377, 1.887], [-4.003, -7.006, 1.919], [-2.661, -6.057, 2.738], [-3.887, -6.913, 3.772], [-5.617, -5.257, 2.159], [-4.238, -4.464, 4.524], [-2.766, -3.931, 2.603], [-3.606, -4.064, 1.021], [-4.233, -1.621, 4.810], [-2.227, -0.088, 5.783], [1.071, 0.050, 5.188], [0.908, -0.454, -0.235], [-1.043, -1.796, -1.213], [0.631, 0.152, -4.440], [1.460, 0.083, -3.292], [2.852, 0.204, -3.559], [3.349, 1.655, -3.696], [2.998, 2.293, -5.036], [2.839, 2.507, -2.615], [1.102, -0.305, -5.315], [0.363, 1.189, -4.652], [-0.292, -0.388, -4.222], [3.354, -0.242, -2.694], [3.134, -0.403, -4.429], [4.442, 1.633, -3.625], [1.946, 2.575, -5.104], [3.580, 3.205, -5.184], [3.226, 1.618, -5.865], [3.154, 2.130, -1.722], [1.828, 2.385, -2.584], [-8.222, -2.600, 7.355], [-7.526, -2.066, 6.243], [-7.596, -2.859, 5.062], [-8.873, -2.643, 4.228], [-10.103, -3.332, 4.811], [-9.167, -1.217, 4.049], [-8.179, -3.692, 7.381], [-9.261, -2.261, 7.351], [-7.754, -2.214, 8.262], [-6.742, -2.551, 4.453], [-7.443, -3.919, 5.297], [-8.694, -3.082, 3.241], [-10.502, -2.811, 5.682], [-10.903, -3.366, 4.068], [-9.876, -4.362, 5.101], [-8.380, -0.778, 3.576], [-9.162, -0.787, 4.973], [3.496, 3.253, -9.493], [4.325, 3.181, -8.346], [5.716, 3.296, -8.613], [6.218, 4.746, -8.751], [5.869, 5.385, -10.091], [5.711, 5.599, -7.670], [3.964, 2.793, -10.368], [3.232, 4.291, -9.706], [2.571, 2.717, -9.274], [6.216, 2.849, -7.749], [5.995, 2.688, -9.483], [7.311, 4.720, -8.680], [4.819, 5.671, -10.158], [6.455, 6.295, -10.239], [6.095, 4.709, -10.920], [6.025, 5.221, -6.779], [4.699, 5.481, -7.639], [6.921, 0.538, 4.207], [5.654, -0.015, 3.896], [4.557, 0.865, 4.101], [4.295, 1.836, 2.934], [5.273, 3.006, 2.886], [4.316, 1.144, 1.640], [6.873, 1.225, 5.057], [7.339, 1.045, 3.334], [7.593, -0.282, 4.463], [3.679, 0.219, 4.200], [4.660, 1.398, 5.055], [3.295, 2.258, 3.079], [6.257, 2.715, 2.513], [4.898, 3.784, 2.217], [5.400, 3.453, 3.875], [3.597, 0.423, 1.644], [5.187, 0.615, 1.593]],
  "lowdin_charge": [-0.047, -0.351, -0.076, -0.159, -0.079, -0.185, 0.032, -0.076, -0.499, 0.694, -0.212, 0.096, -0.082, -0.073, 0.115, -0.127, 0.083, 0.078, 0.085, 0.152, 0.101, 0.129, 0.134, 0.112, 0.101, -0.131, 0.109, 0.112, -0.106, -0.210, -0.204, -0.429, -0.072, 0.043, 0.091, 0.076, 0.083, 0.119, 0.118, 0.135, 0.065, 0.073, 0.076, 0.067, 0.068, -0.110, -0.193, -0.208, -0.427, -0.074, 0.037, 0.091, 0.073, 0.085, 0.103, 0.113, 0.135, 0.062, 0.075, 0.078, 0.072, 0.068, -0.105, -0.205, -0.205, -0.432, -0.074, 0.039, 0.091, 0.075, 0.086, 0.120, 0.118, 0.134, 0.064, 0.076, 0.078, 0.071, 0.069, -0.108, -0.191, -0.205, -0.428, -0.072, 0.040, 0.090, 0.074, 0.086, 0.108, 0.119, 0.130, 0.063, 0.077, 0.078, 0.066, 0.068]
}

(2)
{
  "formula": "C27H56O8P",
  "method": "the ωB97M-V functional and the def2-TZVPD basis",
  "total_charge": 1,
  "homo_energy_ha": -0.395,
  "species": ["C", "C", "P", "C", "H", "H", "H", "H", "H", "H", "H", "H", "C", "C", "O", "C", "H", "H", "H", "H", "H", "H", "C", "C", "O", "C", "H", "H", "H", "H", "H", "H", "C", "C", "O", "C", "H", "H", "H", "H", "H", "H", "C", "C", "O", "C", "H", "H", "H", "H", "H", "H", "C", "C", "O", "C", "H", "H", "H", "H", "H", "H", "C", "C", "O", "C", "H", "H", "H", "H", "H", "H", "C", "C", "O", "C", "H", "H", "H", "H", "H", "H", "C", "C", "O", "C", "H", "H", "H", "H", "H", "H"],
  "positions_angstrom": [[4.065, -2.332, -0.035], [2.895, -3.070, -0.348], [1.325, -2.383, 0.405], [1.422, -0.533, 0.104], [4.603, -1.703, -0.772], [4.385, -2.370, 1.032], [2.893, -3.964, -1.008], [1.268, -2.669, 1.807], [0.226, -2.992, -0.251], [0.503, -0.013, 0.450], [2.341, -0.161, 0.618], [1.609, -0.418, -0.995], [2.107, -2.707, 4.844], [3.257, -1.866, 4.356], [3.229, -1.321, 3.267], [4.444, -1.726, 5.268], [1.320, -2.721, 4.089], [2.443, -3.730, 5.020], [1.701, -2.283, 5.763], [4.882, -2.706, 5.463], [4.139, -1.259, 6.206], [5.195, -1.095, 4.791], [-3.274, -0.886, 0.397], [-2.606, -2.013, 1.126], [-1.844, -1.807, 2.055], [-2.914, -3.414, 0.664], [-2.961, 0.064, 0.835], [-2.985, -0.899, -0.657], [-4.360, -0.975, 0.489], [-2.610, -3.538, -0.378], [-3.982, -3.610, 0.766], [-2.365, -4.128, 1.279], [-1.560, 3.792, 3.147], [-2.362, 2.524, 3.033], [-3.252, 2.410, 2.215], [-2.020, 1.399, 3.975], [-1.914, 4.512, 2.413], [-1.681, 4.221, 4.142], [-0.505, 3.582, 2.954], [-2.162, 1.722, 5.007], [-0.986, 1.084, 3.818], [-2.676, 0.551, 3.779], [6.187, -2.668, -2.887], [6.874, -3.028, -4.180], [6.555, -4.015, -4.804], [7.967, -2.114, -4.662], [5.423, -3.415, -2.665], [6.912, -2.656, -2.071], [5.707, -1.691, -2.980], [8.773, -2.077, -3.925], [7.568, -1.113, -4.833], [8.368, -2.496, -5.600], [-8.087, -2.721, -0.659], [-7.293, -1.453, -0.490], [-6.139, -1.474, -0.107], [-7.977, -0.155, -0.812], [-7.466, -3.576, -0.391], [-8.960, -2.702, -0.005], [-8.400, -2.827, -1.699], [-8.845, -0.020, -0.164], [-8.285, -0.144, -1.858], [-7.286, 0.668, -0.644], [6.625, -4.037, -8.865], [8.104, -3.754, -8.852], [8.535, -2.673, -8.514], [9.025, -4.867, -9.277], [6.085, -3.148, -8.537], [6.302, -4.289, -9.877], [6.397, -4.857, -8.182], [8.808, -5.157, -10.306], [8.902, -5.724, -8.613], [10.057, -4.523, -9.219], [-2.306, 7.885, 5.975], [-1.621, 7.566, 4.673], [-1.926, 6.588, 4.022], [-0.541, 8.507, 4.211], [-3.059, 7.125, 6.183], [-1.578, 7.890, 6.788], [-2.798, 8.857, 5.907], [0.265, 8.539, 4.946], [-0.955, 9.507, 4.066], [-0.136, 8.155, 3.262], [-6.247, 4.816, -1.566], [-7.040, 3.746, -0.865], [-7.707, 2.946, -1.488], [-6.973, 3.707, 0.639], [-6.388, 4.725, -2.642], [-6.591, 5.802, -1.249], [-5.185, 4.700, -1.339], [-7.349, 4.645, 1.052], [-5.943, 3.543, 0.962], [-7.591, 2.889, 1.008]],
  "lowdin_charge": [0.001, -0.295, 1.016, -0.207, 0.072, 0.077, 0.079, 0.011, 0.027, 0.058, 0.061, 0.070, -0.013, -0.492, 0.018, -0.014, 0.060, 0.095, 0.097, 0.093, 0.094, 0.086, -0.014, -0.508, 0.012, -0.024, 0.069, 0.093, 0.056, 0.081, 0.089, 0.079, -0.034, -0.500, 0.050, -0.023, 0.078, 0.073, 0.086, 0.087, 0.079, 0.075, -0.047, -0.503, 0.072, -0.012, 0.071, 0.088, 0.080, 0.089, 0.091, 0.076, -0.017, -0.474, 0.035, -0.014, 0.079, 0.090, 0.089, 0.096, 0.096, 0.061, -0.025, -0.508, 0.054, -0.024, 0.080, 0.085, 0.085, 0.086, 0.086, 0.083, -0.020, -0.490, 0.049, -0.021, 0.083, 0.087, 0.088, 0.087, 0.088, 0.082, -0.023, -0.499, 0.052, -0.016, 0.082, 0.087, 0.085, 0.088, 0.082, 0.079]
}